1.
72
Properties=species:S:1:pos:R:3:mulliken_charge:R:1 method="wB97M-V/def2-TZVPD" e_tot_ev=-51071.75418 spin_multiplicity=1 homo_lumo_gap_ev="4.80 / 4.80" charge=+3 lumo_energy_ev="-12.392 / -12.391"
Pt -0.040 -0.124 -0.023 1.058
N -3.452 2.319 -0.919 0.241
C -2.584 2.031 0.048 -0.673
N -1.755 1.109 -0.417 -0.050
C -2.191 0.879 -1.691 0.612
N -3.222 1.593 -2.030 -0.651
C -1.551 -0.164 -2.472 0.364
C -1.663 -0.310 -3.849 -0.432
N -1.126 -1.353 -4.465 -0.442
C -0.492 -2.263 -3.733 -0.388
C -0.328 -2.100 -2.364 -0.218
N -0.839 -1.035 -1.738 -0.172
H -4.226 2.970 -0.898 0.224
H -2.581 2.480 1.030 0.597
H -2.204 0.425 -4.434 0.471
H -0.115 -3.142 -4.240 0.431
H 0.177 -2.839 -1.763 0.479
C 3.063 -3.843 0.867 -1.544
C 1.716 -3.137 0.704 0.784
C 0.814 -3.286 1.937 -1.538
P 1.869 -1.356 0.302 -0.497
C 3.168 -1.064 -0.977 0.662
C 2.993 -1.972 -2.196 -1.682
C 3.139 0.416 -1.379 -1.497
C 2.536 -0.507 1.766 0.309
C 3.748 -0.729 2.314 -0.617
C 4.207 0.041 3.442 0.424
C 5.531 -0.204 4.022 -1.559
C 3.367 1.057 3.994 -1.103
C 2.154 1.313 3.460 -0.690
C 1.692 0.541 2.307 1.784
N 0.559 0.791 1.731 -0.010
C -0.297 1.825 2.215 -0.922
C -1.139 1.560 3.305 1.164
C -1.191 0.179 3.917 -1.371
C -1.898 2.608 3.795 -0.970
C -1.833 3.892 3.254 0.385
C -2.650 5.011 3.828 -1.602
C -1.004 4.100 2.154 -0.941
C -0.241 3.085 1.598 0.855
C 0.683 3.339 0.437 -1.159
H 2.887 -4.919 0.860 0.443
H 3.527 -3.606 1.825 0.372
H 3.764 -3.631 0.061 0.411
H 1.195 -3.550 -0.165 0.435
H 1.288 -2.863 2.826 0.276
H 0.635 -4.343 2.133 0.516
H -0.155 -2.805 1.790 0.340
H 4.121 -1.277 -0.484 0.726
H 2.196 -1.602 -2.838 0.430
H 2.780 -3.010 -1.935 0.410
H 3.915 -1.971 -2.777 0.486
H 2.150 0.703 -1.737 0.245
H 3.844 0.590 -2.193 0.537
H 3.415 1.076 -0.553 0.324
H 4.407 -1.487 1.909 0.411
H 6.141 -0.879 3.427 0.412
H 5.409 -0.639 5.027 0.398
H 6.062 0.740 4.185 0.434
H 3.719 1.631 4.842 0.560
H 1.518 2.096 3.852 0.622
H -1.255 -0.595 3.148 0.198
H -2.045 0.077 4.582 0.538
H -0.295 -0.022 4.512 0.298
H -2.553 2.426 4.641 0.565
H -2.724 4.934 4.912 0.411
H -3.677 4.964 3.458 0.319
H -2.253 5.987 3.559 0.413
H -0.944 5.094 1.723 0.506
H 0.424 4.262 -0.077 0.540
H 0.658 2.520 -0.286 0.011
H 1.719 3.438 0.779 0.296

2.
84
Properties=species:S:1:pos:R:3:lowdin_spin:R:1 method="wB97M-V/def2-TZVPD" e_tot_ev=-176842.72828 spin_multiplicity=3 homo_lumo_gap_ev="3.35 / 6.09" charge=-2 lumo_energy_ev="3.482 / 3.478" relative_energy_kj_mol=143.4
Ti 0.165 -1.857 0.208 0.880
N -0.556 -0.169 4.003 0.000
C -0.848 1.147 4.566 0.000
C -1.892 1.861 3.713 0.000
C -1.399 2.155 2.274 0.000
N -1.243 0.904 1.499 0.002
C -0.083 2.951 2.349 0.000
C 1.006 2.267 3.205 0.000
N 1.450 1.035 2.601 0.001
C 0.437 1.985 4.609 0.000
H -1.217 -0.919 4.213 0.000
H 0.395 -0.540 4.325 0.000
H -0.500 -0.044 2.959 0.000
H -1.224 1.016 5.586 0.000
H -2.136 2.815 4.189 0.000
H -2.803 1.257 3.656 0.000
H -2.162 2.793 1.795 0.000
H -0.758 1.030 0.618 0.001
H -2.160 0.529 1.282 0.000
H -0.302 3.932 2.785 0.000
H 0.303 3.116 1.339 0.000
H 1.826 2.998 3.320 0.000
H 2.086 0.537 3.217 0.000
H 1.957 1.204 1.732 0.000
H 0.223 2.934 5.110 0.000
H 1.190 1.451 5.196 0.000
N -3.412 0.406 -2.761 0.000
C -3.005 1.713 -2.848 0.001
C -3.542 2.820 -3.483 0.000
C -2.863 4.021 -3.330 0.000
C -1.686 4.092 -2.580 0.000
C -1.143 2.984 -1.954 0.001
C -1.824 1.773 -2.080 0.002
N -1.550 0.539 -1.551 0.007
C -2.485 -0.265 -1.978 0.001
C -2.604 -1.679 -1.726 0.003
C -3.695 -2.419 -2.129 0.000
S -3.489 -4.078 -1.700 0.010
C -1.931 -3.676 -1.066 0.019
N -1.603 -2.426 -1.137 0.018
H -4.192 -0.016 -3.229 0.000
H -4.451 2.758 -4.069 0.000
H -3.252 4.916 -3.800 0.000
H -1.186 5.047 -2.489 0.000
H -0.209 3.051 -1.410 0.001
H -4.671 -2.074 -2.425 0.000
H -1.326 -4.453 -0.624 0.002
O -0.369 -3.199 3.853 0.005
Se 1.117 -3.021 3.252 0.007
O 1.821 -1.773 4.058 0.003
O 0.996 -2.528 1.654 0.035
O 1.999 -4.350 3.343 -0.001
C 3.519 -2.992 -0.160 0.001
C 2.494 -3.859 -0.894 0.003
C 2.156 -5.109 -0.077 0.000
C 1.216 -3.081 -1.254 0.000
H 3.134 -2.701 0.814 0.000
H 4.453 -3.543 -0.017 0.000
H 3.733 -2.082 -0.726 0.000
H 2.972 -4.202 -1.831 0.000
H 1.580 -4.838 0.807 0.000
H 3.063 -5.621 0.255 0.000
H 1.569 -5.812 -0.678 0.000
H 0.541 -3.809 -1.739 0.001
H 1.485 -2.357 -2.037 0.000
O 4.795 2.146 -1.197 0.026
S 3.349 2.244 -1.139 0.035
O 2.870 3.538 -0.669 0.026
N 2.674 1.048 -0.283 0.116
C 1.749 0.405 -1.026 0.191
O 0.947 -0.492 -0.492 0.051
C 1.684 0.778 -2.398 0.117
C 0.900 0.263 -3.458 0.073
C 1.049 0.798 -4.716 0.030
C 1.967 1.835 -4.981 0.145
C 2.744 2.352 -3.944 0.005
C 2.592 1.827 -2.687 0.125
H 0.196 -0.534 -3.257 0.004
H 0.446 0.414 -5.532 -0.001
H 2.065 2.230 -5.984 0.013
H 3.455 3.151 -4.118 -0.004
S -4.255 -2.377 2.173 0.016
C -2.723 -2.189 1.714 0.018
N -1.616 -1.983 1.395 0.008

3.
75
Properties=species:S:1:pos:R:3:mulliken_charge:R:1 method="wB97M-V/def2-TZVPD" e_tot_ev=-62889.10696 spin_multiplicity=1 homo_lumo_gap_ev=4.50 charge=-1 lumo_energy_ev=-0.265
C 0.695 -8.718 -3.270 -0.988
C 2.202 -8.543 -3.128 -0.437
S 2.632 -7.213 -1.967 -0.221
C 3.494 -6.012 -2.972 -0.776
Al 3.870 -4.243 -2.025 -0.169
C 3.941 -2.825 -3.487 -0.904
C 2.772 -2.763 -4.484 -0.595
C 1.405 -2.682 -3.817 -0.851
N 1.276 -1.562 -2.896 -0.236
C 2.473 -3.744 -0.640 -0.667
C 2.847 -2.454 0.101 -0.641
C 1.748 -1.924 1.047 -0.901
C 1.386 -0.461 0.879 -0.561
O 0.633 -0.182 -0.301 -0.455
H 0.231 -8.778 -2.285 0.264
H 0.446 -9.623 -3.831 0.331
H 0.262 -7.856 -3.778 0.262
H 2.661 -9.476 -2.795 0.327
H 2.657 -8.280 -4.083 0.286
H 4.454 -6.432 -3.290 0.479
H 2.905 -5.810 -3.872 0.287
H 5.309 -4.301 -1.245 -0.449
H 4.077 -1.844 -3.014 0.442
H 4.862 -2.981 -4.063 0.412
H 2.868 -1.897 -5.155 0.327
H 2.777 -3.658 -5.116 0.324
H 0.621 -2.603 -4.576 0.448
H 1.220 -3.612 -3.270 0.218
H 1.043 -0.691 -3.350 0.222
H 2.138 -1.428 -2.389 0.075
H 1.482 -3.612 -1.085 0.348
H 2.356 -4.536 0.112 0.556
H 3.761 -2.646 0.670 0.431
H 3.112 -1.661 -0.610 0.234
H 2.054 -2.046 2.090 0.384
H 0.843 -2.516 0.889 0.377
H 2.301 0.143 0.839 0.269
H 0.804 -0.117 1.738 0.299
H 0.653 -0.952 -0.887 0.339
C -0.835 2.084 -1.902 -0.171
C -1.500 3.050 -1.274 -0.284
C -1.152 4.476 -1.474 0.397
O -1.756 5.364 -0.902 -0.517
C -0.033 4.792 -2.396 -0.456
C 0.633 3.831 -3.027 -0.479
C 0.278 2.400 -2.835 0.344
O 0.880 1.523 -3.408 -0.512
H -1.052 1.033 -1.765 0.302
H -2.312 2.848 -0.587 0.450
H 0.202 5.842 -2.517 0.406
H 1.455 4.031 -3.702 0.425
C -2.869 7.634 4.405 -0.414
C -3.781 6.671 4.302 -0.312
C -4.022 5.982 3.007 0.432
O -4.836 5.086 2.921 -0.570
C -3.224 6.417 1.833 -0.403
C -2.320 7.388 1.939 -0.317
C -2.070 8.072 3.232 0.365
O -1.244 8.955 3.330 -0.560
H -2.665 8.145 5.337 0.428
H -4.368 6.336 5.146 0.412
H -3.400 5.895 0.901 0.473
H -1.723 7.714 1.097 0.474
C -2.405 1.837 5.390 -0.393
C -2.749 3.035 5.855 -0.226
C -4.165 3.370 6.142 0.477
O -4.482 4.462 6.565 -0.600
C -5.187 2.326 5.883 -0.387
C -4.845 1.128 5.421 -0.387
C -3.426 0.785 5.143 0.363
O -3.113 -0.310 4.735 -0.546
H -1.380 1.566 5.170 0.436
H -2.025 3.818 6.044 0.439
H -6.212 2.604 6.089 0.415
H -5.570 0.349 5.222 0.406